1.
{"formula": "C50H36F6NO5P2PtS3Te4", "method": "ωB97M-V with the def2-TZVPD basis set", "elements": ["Pt", "Te", "Te", "Te", "Te", "S", "S", "S", "P", "P", "F", "F", "F", "F", "F", "F", "O", "O", "O", "O", "O", "N", "C", "C", "C", "C", "C", "C", "C", "C", "C", "C", "C", "C", "C", "C", "C", "C", "C", "C", "C", "C", "C", "C", "C", "C", "C", "C", "C", "C", "C", "C", "C", "C", "C", "C", "C", "C", "C", "C", "C", "C", "C", "C", "C", "C", "C", "C", "C", "C", "C", "C", "H", "H", "H", "H", "H", "H", "H", "H", "H", "H", "H", "H", "H", "H", "H", "H", "H", "H", "H", "H", "H", "H", "H", "H", "H", "H", "H", "H", "H", "H", "H", "H", "H", "H", "H", "H"], "positions_angstrom": [[1.1047, 0.5489, -0.8749], [3.1426, -0.2005, -2.4608], [2.8457, 3.2373, -4.7551], [3.4064, 2.4941, -1.7046], [2.4140, 0.6560, -4.9585], [-0.5658, -1.3481, -0.3901], [2.3829, -3.0642, -4.5807], [2.3926, -3.1426, -1.8347], [-0.7071, 1.9465, -1.2373], [1.2608, 0.4555, 1.5576], [4.5404, -4.7215, -1.8276], [4.8435, -2.9398, -3.0314], [4.8417, -2.7996, -0.8954], [0.7201, -3.8741, -6.4088], [-0.1322, -3.8135, -4.4174], [0.2093, -1.9745, -5.5010], [2.9007, -4.3767, -4.3688], [1.7899, -4.4318, -1.7675], [3.0516, -2.1560, -5.4673], [2.3167, -2.2926, -0.6772], [-0.4852, -1.9781, -1.7382], [2.0418, -2.2721, -3.1734], [4.2784, -3.4352, -1.9329], [3.0849, -2.5735, 3.6254], [4.8728, 3.2325, 2.0481], [0.4154, 1.2613, 4.1115], [2.5427, -5.1235, 3.7712], [-5.2329, 0.9840, -1.2889], [-3.3000, 2.2694, -1.7384], [0.6753, -3.2068, -5.2669], [2.6993, 1.5018, 1.8907], [-4.6938, 2.1282, -1.7955], [0.7728, -4.8806, 2.1336], [-0.3927, 4.5907, -4.3781], [-6.6710, 0.5551, -1.1492], [-2.3326, -1.0815, -0.1797], [-2.4280, 1.3070, -1.2506], [-1.7492, 4.1820, 2.0344], [3.6030, 3.6781, 2.3849], [-1.7616, 3.2387, 1.0161], [-0.7567, 3.2350, 0.0505], [-4.4880, -2.0593, 0.4532], [-0.9236, 1.9022, -3.9577], [-0.5083, 1.3304, 5.1424], [0.0193, 0.8218, 2.8484], [0.9088, -2.4157, 1.7611], [1.6592, -1.2412, 2.1241], [-0.1670, -5.0239, 1.1560], [-0.7071, 3.7689, -5.4516], [2.5160, 2.8185, 2.3041], [-2.2243, 0.5092, 3.6784], [-1.8255, 0.9432, 4.9329], [-2.9664, 0.0760, -0.7453], [-0.1156, -2.6135, 0.7779], [-5.1352, -1.0527, -0.1930], [-6.6057, -0.8050, -0.4122], [-3.0806, -2.0566, 0.4365], [2.3796, -3.6948, 3.3175], [1.3151, -3.6036, 2.3957], [0.2807, 4.1646, 0.1409], [-0.6291, 2.7307, -2.8731], [-0.9693, 2.4223, -5.2402], [-4.3785, 0.0010, -0.7545], [2.6994, -1.3607, 3.0216], [0.2695, 5.1251, 1.1403], [-1.3048, 0.4549, 2.6418], [-0.7439, 5.1360, 2.0886], [-0.5652, -3.8741, 0.4567], [1.4547, -5.9102, 2.9985], [3.9705, 1.0750, 1.4962], [5.0558, 1.9300, 1.6031], [-0.3468, 4.0754, -3.0879], [-2.5346, 0.9752, 5.7495], [2.4045, -5.2018, 4.8502], [-0.1933, 1.6737, 6.1190], [-1.6277, 0.1131, 1.6700], [1.0665, 5.8570, 1.1802], [-7.1390, 0.4603, -2.1296], [-7.2455, 1.2967, -0.5936], [3.2625, -0.4759, 3.2831], [-0.5721, -5.9885, 0.8808], [6.0423, 1.5862, 1.3214], [-0.1839, 5.6401, -4.5414], [1.1122, 4.1291, -0.5520], [-7.1460, -0.7854, 0.5344], [-0.7492, 5.8819, 2.8727], [-0.7413, 4.1781, -6.4527], [4.1095, 0.0714, 1.1085], [3.9256, -2.5900, 4.3067], [-7.0359, -1.6078, -1.0118], [-2.8839, 3.2058, -2.0876], [-2.5828, -2.8712, 0.9358], [-5.3042, 2.9238, -2.2021], [-2.5328, 4.1761, 2.7807], [-5.0163, -2.8656, 0.9451], [-2.5610, 2.5113, 0.9730], [3.4559, 4.6988, 2.7138], [5.7174, 3.9058, 2.1102], [3.5445, -5.4923, 3.5498], [1.5271, 3.1708, 2.5660], [-0.1087, 4.7294, -2.2615], [-1.2190, 1.7781, -6.0732], [-1.2182, -3.9866, -0.3997], [-1.1631, 0.8569, -3.7887], [1.4450, 1.5358, 4.2974], [-3.2484, 0.2025, 3.5061], [0.7360, -6.3713, 3.6776], [1.8736, -6.7102, 2.3881]], "s2": 6.028, "e_above_lowest_kj_mol": 66.8, "charge": 1, "energy_ev": -163963.557, "homo_lumo_gap_ev": [6.47, 5.34], "spin_multiplicity": 5}

2.
{"formula": "C18H29CeF3NO2P2", "method": "ωB97M-V with the def2-TZVPD basis set", "elements": ["Ce", "P", "P", "F", "F", "F", "O", "O", "N", "C", "C", "C", "C", "C", "C", "C", "C", "C", "C", "C", "C", "C", "C", "C", "C", "C", "C", "H", "H", "H", "H", "H", "H", "H", "H", "H", "H", "H", "H", "H", "H", "H", "H", "H", "H", "H", "H", "H", "H", "H", "H", "H", "H", "H", "H", "H"], "positions_angstrom": [[0.5196, 0.0523, 1.1223], [0.0134, 2.5157, -0.1924], [-0.0485, -2.5514, 0.2589], [-0.7887, 1.4475, 3.7927], [1.4203, 1.6713, 3.9203], [0.4878, -0.2447, 4.3711], [-1.4289, 0.3739, -2.8631], [-1.9769, -2.0670, -2.6690], [-1.8453, 0.0856, 0.4042], [5.3781, -0.0115, 0.0669], [0.7682, 3.8113, 0.8611], [-2.5247, -1.1057, 0.2392], [0.4197, 0.8126, 3.4754], [-0.1239, 3.3536, -1.8028], [0.1102, -3.5018, 1.8259], [-1.8238, -2.3369, -0.0702], [-1.7686, 2.5726, 0.3867], [0.4438, -3.7818, -0.9992], [3.2657, -0.3741, 1.2298], [3.2944, 0.1927, -1.1592], [-3.9291, -1.1095, 0.2508], [4.6885, -0.3220, 1.2446], [-3.9113, 1.2853, 0.2609], [2.6150, -0.0921, 0.0269], [4.6872, 0.2332, -1.1324], [-4.6266, 0.0862, 0.2740], [-2.5212, 1.2586, 0.3230], [-1.7878, 2.9651, 1.4231], [-4.3881, 2.2618, 0.2332], [0.7769, -0.0767, -1.6368], [-1.8070, -0.5949, -2.8622], [0.3012, 4.7830, 0.6651], [-2.4197, -3.2522, 0.0656], [-2.7893, -2.4428, -3.0247], [-0.8018, 2.7642, -2.4380], [2.7504, -0.6624, 2.1700], [1.1738, -3.6335, 2.0651], [0.8765, 3.3976, -2.2630], [-1.9228, -2.3205, -1.6339], [2.7641, 0.3850, -2.0871], [-2.2584, 3.3035, -0.2795], [-5.7148, 0.0955, 0.2288], [-0.3651, -2.9783, 2.6652], [-0.5170, 4.3761, -1.6750], [-0.0453, -3.5308, -1.9509], [0.1789, -0.0189, -2.2139], [-4.4360, -2.0733, 0.2047], [5.2216, -0.5142, 2.1828], [6.4735, 0.0487, 0.0906], [-1.1636, 0.5645, -3.7943], [0.6784, 3.5639, 1.9259], [1.5359, -3.7303, -1.1108], [-0.3443, -4.4920, 1.7039], [5.2438, 0.4757, -2.0444], [0.1560, -4.7940, -0.6810], [1.8358, 3.8767, 0.6249]], "s2": 0.751, "e_above_lowest_kj_mol": 0.0, "energy_ev": -64377.959, "homo_lumo_gap_ev": [7.67, 7.69], "spin_multiplicity": 2}

3.
{"formula": "CHNa2O3", "method": "ωB97M-V with the def2-TZVPD basis set", "elements": ["Na", "Na", "O", "O", "O", "C", "H"], "positions_angstrom": [[-0.4088, -0.6570, -0.9084], [-3.6147, -0.3481, -2.6189], [0.8257, -0.1434, 1.1528], [-1.5559, -0.7613, -2.6900], [2.1933, 1.3813, 1.9657], [1.0663, 1.2284, 1.5067], [1.4940, -0.6999, 1.5921]], "charge": -1, "energy_ev": -16027.146, "homo_lumo_gap_ev": [4.43, 4.42]}

4.
{"formula": "C14H28IO5PPd", "method": "ωB97M-V with the def2-TZVPD basis set", "elements": ["I", "Pd", "P", "O", "O", "O", "O", "O", "C", "C", "C", "C", "C", "C", "C", "C", "C", "C", "C", "C", "C", "C", "H", "H", "H", "H", "H", "H", "H", "H", "H", "H", "H", "H", "H", "H", "H", "H", "H", "H", "H", "H", "H", "H", "H", "H", "H", "H", "H", "H"], "positions_angstrom": [[0.4816, -2.8355, -1.1970], [0.2452, -0.3344, 0.5125], [2.0937, 0.6827, 1.2485], [-1.2990, 0.3060, -1.7099], [-2.0705, -1.0503, 0.6125], [-3.0041, 2.1848, 1.3032], [-0.9134, 1.5250, 0.8486], [-3.3411, 0.0199, -2.5832], [-2.4107, -0.1366, -1.6304], [4.1904, 0.4923, 3.2390], [2.2118, -0.9683, 3.5265], [-2.9437, -0.9862, -0.4935], [0.9854, -2.1259, 0.7508], [2.8028, 3.3566, 1.9706], [1.6594, 2.3432, 1.9040], [0.9238, 2.2398, 3.2388], [2.9305, -0.0005, -1.3482], [3.1730, 1.0102, -0.2306], [-2.4475, -0.1071, 1.6376], [-2.1213, 1.3434, 1.2149], [4.6742, 1.1142, 0.0443], [3.0950, -0.2662, 2.4862], [3.5471, 0.2622, -2.2099], [0.1380, 1.4856, 3.2040], [5.1898, 1.3448, -0.8897], [-3.9146, -0.5826, -0.1962], [1.8900, -0.2595, 4.2892], [3.7531, 1.2233, 3.9185], [0.3394, -2.6690, 1.4399], [-3.1042, -1.9948, -0.8817], [3.5625, 3.0854, 2.7029], [0.4504, 3.1962, 3.4629], [4.8998, 1.0059, 2.5974], [4.7516, -0.2179, 3.8494], [3.2046, -1.0134, -1.0411], [2.8193, 1.9873, -0.5788], [2.3904, 4.3218, 2.2713], [4.9290, 1.8949, 0.7582], [-3.5067, -0.2217, 1.8711], [2.0393, -2.3308, 0.8992], [-2.9355, 0.5595, -3.2810], [1.3184, -1.4168, 3.0973], [-1.8481, -0.3702, 2.5116], [1.8883, -0.0274, -1.6671], [0.9283, 2.6833, 1.1649], [3.5687, -1.0352, 1.8631], [3.2909, 3.5031, 1.0080], [2.7882, -1.7489, 4.0248], [1.6091, 2.0075, 4.0557], [5.0772, 0.1679, 0.4096]], "e_above_lowest_kj_mol": 42.7, "energy_ev": -46079.671, "homo_lumo_gap_ev": 8.59}